No. 1
Density functional theory data (ωB97M-V/def2-TZVPD) for a 11-piece molecular cluster, C63H141F18N10O22S6 overall in a non-equilibrium geometry.

* HOMO level: -11.886 eV
* spin multiplicity: 1
* net charge: +3

Structure (XYZ):
```
260
Properties=species:S:1:pos:R:3:forces:R:3
H -6.973 2.512 -2.816 0.11 -0.19 -0.05
O 5.771 0.360 8.155 -1.56 -1.07 -1.91
H -3.339 0.810 -2.822 -0.03 -0.25 -0.15
H 0.923 4.923 -1.541 0.53 0.12 -0.25
H -0.123 -5.188 3.422 0.20 0.42 0.07
H 4.559 -0.881 -0.497 -0.06 0.30 0.26
H -10.680 -0.208 -1.366 0.20 -0.37 -0.11
H 0.064 -5.029 -3.053 0.61 0.02 0.71
H -3.134 2.174 1.904 0.04 0.17 0.10
F 0.024 -4.192 -0.599 0.19 -0.54 -0.33
H 4.578 -1.649 3.686 -0.01 0.19 0.32
F -7.382 -0.026 8.895 -0.28 -0.84 -2.10
H -1.699 3.289 0.115 0.53 -0.65 0.20
N 0.553 -5.815 -4.825 -1.21 -0.79 -0.85
H 1.513 -4.574 -6.211 -0.10 -0.13 -0.31
H 5.619 -5.544 0.293 -0.56 0.30 -0.20
H 5.192 -3.890 2.907 0.18 0.21 -0.15
O -5.862 -2.653 8.882 0.67 2.20 -2.77
H 3.519 3.934 -3.969 -0.01 -0.23 -0.48
H 4.570 0.499 -2.511 -0.20 0.21 -0.28
H 2.289 9.208 -3.293 -0.62 0.51 0.19
C 4.122 -1.681 8.594 0.42 1.76 -0.35
C 3.688 -1.181 3.265 0.66 -1.27 -0.59
C -4.977 0.442 1.541 0.16 -0.44 0.92
H -0.944 6.133 -4.681 0.07 -0.03 0.28
C 7.554 1.586 -0.055 0.47 -0.72 1.44
H -0.503 1.829 -5.248 -0.46 -0.73 0.15
N 2.349 -3.449 3.234 -2.28 1.23 1.15
H 7.650 0.924 2.979 -0.07 -0.29 0.11
F 3.131 -2.387 8.063 -0.64 0.04 0.26
H 1.641 -7.151 -3.693 0.35 -0.36 -0.41
H 2.806 -1.127 -0.545 -0.06 -0.09 -0.27
H -4.921 4.680 1.985 0.06 0.28 -0.73
H 1.020 -3.926 4.933 0.24 0.13 -0.16
C 3.447 3.166 -3.199 -1.14 -0.50 -1.26
N -6.804 0.455 -3.368 -0.08 1.49 1.10
O -3.205 1.822 4.447 0.83 0.27 -0.13
C 11.240 2.810 -0.419 -0.17 -0.82 0.41
C 1.266 1.226 -1.944 0.33 -0.39 -0.52
C -0.065 1.467 -2.670 1.33 0.08 -0.04
F 1.574 2.985 6.382 -0.15 0.81 0.88
O -2.167 -0.710 -4.828 -0.94 0.42 1.26
C -3.994 2.771 1.597 -0.44 -1.35 1.29
H 1.636 -2.231 4.968 0.46 -0.29 0.04
H 0.871 -9.319 -4.459 0.25 0.21 1.02
O 1.006 7.601 -3.614 -0.81 -0.37 0.10
C 1.885 8.588 -4.094 0.63 0.42 -0.12
C -10.223 0.406 -0.590 -0.76 -0.03 -0.04
C -7.217 1.557 -2.350 -1.20 -0.17 0.32
H -1.741 4.228 -2.093 0.37 -0.48 0.24
C 1.524 -5.642 -5.991 -0.22 -0.12 1.16
H 7.640 1.380 -1.122 0.17 0.09 0.03
O -0.993 -8.694 -4.979 0.05 0.99 0.04
H 1.098 0.415 -1.235 0.27 -0.18 -0.07
H -2.509 5.269 -0.933 -0.26 -0.38 0.25
O -3.733 -3.892 7.141 0.63 0.06 -0.97
H 1.547 -1.278 -3.064 0.27 0.42 0.60
C -1.159 -3.689 -0.334 -0.76 2.89 2.30
H 3.694 1.321 -1.215 -0.11 -0.10 -0.03
O 4.443 2.952 7.408 -1.49 -1.39 -1.81
C 0.546 5.625 -2.285 -0.90 0.13 0.26
H 2.661 3.596 -2.578 0.44 -0.18 0.64
H -5.806 -1.636 1.352 0.78 0.18 0.44
H 5.647 2.569 -0.465 -0.22 -0.78 0.10
C -3.290 -3.068 4.545 -1.13 -0.80 0.96
H 5.261 -5.312 3.851 -0.23 -0.58 -0.10
F -4.024 -4.103 4.105 -0.44 0.71 -0.76
H -3.966 4.271 3.252 0.74 -0.73 0.05
H 11.717 3.598 -1.001 -0.60 0.33 0.16
O -2.647 -1.453 -0.840 3.69 -0.20 0.93
H -0.292 8.002 -0.746 0.74 -0.42 -0.59
F 3.762 -1.128 9.801 0.42 -1.06 -1.92
C -7.215 -0.719 7.743 1.42 0.21 -1.27
C 2.223 -4.579 -3.211 0.42 -0.18 -0.28
S 4.733 -0.308 7.332 4.41 -3.53 1.75
H -1.081 -6.329 -6.234 0.45 -0.37 0.39
C -4.520 1.358 4.586 0.86 -0.03 -1.32
C 2.480 2.661 5.491 0.07 -0.05 1.26
H 4.464 3.146 -2.805 -0.35 -0.44 0.51
H 5.285 -7.042 1.134 0.15 -0.05 0.02
O 6.144 3.118 1.499 1.60 -0.01 -2.88
H -1.865 -5.534 -3.337 0.67 0.02 0.02
N -5.225 1.915 2.082 -0.99 -1.22 -1.00
F -3.386 -1.984 3.697 0.15 -1.66 0.99
C 5.213 2.289 2.074 -1.55 -0.69 1.70
C -5.521 2.030 3.607 0.63 -0.52 0.63
H -0.794 3.447 -5.251 0.28 0.82 0.92
H -9.335 1.207 -2.783 -0.32 0.24 0.01
H 9.265 2.737 -1.466 0.17 -1.06 -0.04
H 1.369 -0.185 -4.393 0.16 -0.31 -0.30
C 2.898 -2.243 2.443 0.74 0.27 1.35
H -5.058 0.011 -4.474 0.13 0.12 -0.02
H 3.527 -2.765 1.721 0.34 0.34 -0.08
H 0.398 -3.822 -4.124 0.48 0.30 -0.63
H -7.339 1.812 1.408 0.28 -0.03 0.36
H -5.728 3.079 3.816 0.46 0.07 -0.15
O -0.600 -1.791 -2.195 -0.04 0.45 1.78
C -6.089 -0.626 1.649 -1.14 1.39 -0.22
H 9.763 0.164 -0.727 -0.20 0.41 -0.13
F 1.678 0.875 1.440 -0.10 -0.08 0.24
H -1.248 -10.190 -6.449 0.60 -0.11 0.02
C -1.285 -0.996 -5.812 0.89 1.25 -4.47
H -6.707 -1.700 -3.575 -0.20 0.35 -0.55
H 4.055 -0.477 2.518 -0.04 0.19 -0.04
H 6.428 -5.846 1.736 -0.34 0.17 0.91
H -0.911 1.579 -1.992 0.09 -0.18 0.49
H -6.569 3.409 1.835 -0.80 0.02 -0.43
H -4.830 1.525 5.617 -0.60 -0.29 -0.02
H -2.896 -5.027 -4.526 0.18 -0.02 -0.84
H -2.574 -9.769 -5.468 -0.03 -0.37 0.41
O 5.182 -1.054 6.112 -0.66 0.78 2.11
C 8.701 1.181 3.111 -0.82 0.85 -1.47
F 2.758 3.765 4.743 0.17 -1.17 0.33
H -1.802 2.435 -4.143 -0.33 -0.06 -0.51
C 1.510 6.777 -2.590 0.01 0.14 -0.58
H 3.202 -0.607 4.054 -0.31 -0.38 -0.12
H -1.452 1.773 5.427 0.11 -0.25 0.15
H 2.283 -4.487 1.511 -0.42 -0.62 -0.27
O 5.010 1.693 5.358 -0.97 0.33 -0.17
H -1.894 -1.337 -4.154 -0.12 -0.24 0.63
H -6.446 1.535 3.903 -0.29 -0.26 -0.87
C 3.398 -4.304 3.971 -1.46 -0.40 -1.32
F -2.044 -3.578 4.563 0.24 1.12 -0.21
S -0.774 -0.274 1.199 -3.24 2.32 3.56
C 9.739 0.452 0.324 -0.47 0.37 0.12
C -1.849 6.184 -4.075 -0.07 0.84 0.53
H 7.273 0.648 0.424 -0.44 0.09 0.06
H -8.103 -1.102 -2.657 0.23 0.10 0.20
H 3.968 -1.673 -1.874 -0.62 -0.26 0.07
H 2.461 6.435 -2.998 0.23 -0.81 0.52
H -5.267 1.748 -4.099 -0.13 -0.19 -0.04
S 4.040 1.962 6.407 0.77 0.11 1.84
H 0.402 -2.661 3.828 0.00 -0.24 -0.15
C -7.034 -0.976 -2.829 0.01 0.21 -1.04
C 0.638 -7.164 -4.118 1.47 0.18 0.32
H 4.855 2.755 2.992 0.56 0.03 0.29
C 9.018 2.254 2.077 1.44 0.28 -1.65
F 0.888 -0.030 3.302 0.15 -0.39 -0.88
H 8.431 3.162 2.217 -0.60 -0.41 -0.56
H 0.054 6.585 0.320 -0.04 -0.10 -0.34
H -4.777 0.540 0.474 0.49 0.36 0.20
H 2.909 -4.244 -3.989 0.03 0.18 0.04
N -5.264 -2.176 6.228 -1.89 1.64 2.29
F 1.873 1.738 4.762 0.68 -0.38 -1.16
H 3.592 1.534 -4.644 0.55 -1.06 0.76
C -1.628 6.872 -2.706 0.13 -0.76 0.33
O 4.283 -5.466 1.918 0.54 0.86 1.91
C 3.687 -0.910 -1.149 0.22 1.35 -0.98
H -1.147 4.658 0.938 0.25 0.32 -0.16
S -1.179 -1.775 -0.837 -0.90 -2.46 -1.44
H -2.533 7.150 -2.166 -0.39 -0.61 -0.15
O -0.479 -1.919 -5.611 0.80 -1.26 1.36
N 3.446 0.465 7.113 -1.50 4.71 -2.11
C 0.839 -4.753 -3.769 -2.33 -0.22 -0.04
H 1.273 -6.230 3.224 0.43 0.34 0.12
H -7.118 0.255 -5.456 0.39 -0.58 0.31
H -6.616 -0.636 2.602 0.36 -0.24 0.20
H -8.322 2.791 -4.502 0.26 0.49 -0.38
H -3.152 4.770 1.773 -0.12 -0.13 -0.09
H 2.691 -5.447 -2.746 -0.29 -0.17 0.00
H 11.752 1.914 -0.769 -0.51 -0.25 -0.36
C -0.591 6.994 -0.458 -0.75 0.01 -0.55
H 2.092 2.128 -4.580 -0.68 -0.11 0.85
H -9.074 2.505 -1.535 0.16 0.40 -0.64
H -0.926 -4.652 -5.823 0.23 0.17 0.04
H -8.124 2.206 -6.183 -0.61 -0.51 0.23
H -6.429 -1.285 -1.977 -0.20 1.01 0.34
F -1.422 -3.809 1.000 0.56 0.11 -1.32
H -4.062 2.692 0.512 -0.02 0.35 -0.03
H 1.273 -6.262 -6.851 -0.19 0.13 0.23
S -3.815 -2.690 6.351 3.79 1.11 0.28
H -1.143 7.844 -2.802 0.49 -0.45 -0.28
N 0.058 -1.217 0.315 -1.35 -0.90 -3.88
H 3.003 -0.847 -4.062 -0.22 -0.19 -0.13
H -6.720 2.568 -5.407 0.07 0.36 0.71
C -7.625 0.747 -4.626 0.53 -0.90 -2.14
H 1.341 9.125 -4.871 0.09 0.26 0.38
H 6.953 3.582 -0.378 0.22 0.46 0.56
O -1.527 -1.046 2.177 0.85 1.08 -0.45
C -1.557 4.801 -1.184 -0.01 1.95 -0.95
C 0.401 -8.438 -4.898 -0.83 -1.38 -0.50
N -0.797 6.030 -1.667 0.82 2.55 0.38
H -6.647 1.464 -1.426 0.05 -0.35 -0.29
C -0.925 -5.654 -5.393 0.17 1.50 0.41
C -2.086 -5.742 -4.384 0.18 -0.71 0.70
C -1.501 -9.954 -5.415 -0.17 0.68 -0.25
H -1.566 7.259 -0.049 -0.25 -0.79 0.18
C 4.604 -4.768 3.172 0.28 1.13 -0.95
H 0.043 3.745 0.012 -0.18 -0.11 -0.39
H -4.112 0.069 2.089 0.27 0.29 -0.26
C 6.542 2.716 0.140 0.11 1.12 1.01
O -2.833 -1.616 6.631 -0.63 -1.99 -0.93
H 2.791 -5.188 4.164 0.22 0.04 0.66
H 9.209 -0.348 0.840 0.16 0.28 0.29
H 1.739 2.043 -1.400 -0.70 0.31 -0.05
H 2.164 -3.811 -2.439 -0.05 0.08 -0.05
H 0.070 -7.115 -3.189 -0.75 0.00 -0.48
H 9.306 0.280 3.017 0.17 0.36 0.62
H 0.223 5.061 -3.160 0.54 0.01 -0.06
H 0.884 -3.465 1.759 -0.21 -0.18 0.24
C 1.282 -3.050 4.341 0.76 0.67 -0.82
H 10.031 2.656 2.073 0.27 -0.48 0.62
C 0.714 -5.416 2.763 -0.35 -0.46 -0.20
C -8.734 1.552 -1.941 1.70 -1.30 0.66
C 9.684 2.776 -0.461 0.66 1.51 0.81
H 2.815 8.243 -4.547 -0.07 -0.90 -0.30
H 3.588 -3.724 4.874 0.64 -0.37 -0.01
H -8.581 0.222 -4.639 -0.09 0.27 0.78
C 3.663 0.480 -1.907 -0.66 -0.79 -0.03
H -0.255 0.587 -3.285 -0.25 -0.09 -0.15
H -2.488 -6.755 -4.356 -0.08 0.09 -0.20
H 11.588 2.861 0.613 -0.06 0.51 0.06
H -1.242 -10.750 -4.717 -0.03 -0.08 -0.11
F -8.172 -1.635 7.528 0.71 1.61 0.34
N 9.007 1.792 0.506 -0.90 -0.58 -1.10
C -2.291 1.084 5.330 -0.33 1.11 -0.13
H -1.966 0.112 4.958 -0.30 0.06 -0.35
C 1.507 -4.226 2.230 0.99 -0.20 -0.20
N 2.435 0.775 -2.887 0.65 -0.86 1.51
C 2.881 1.849 -3.881 0.60 1.67 0.05
H -2.505 6.865 -4.618 -0.13 -0.05 -0.05
F -7.143 0.167 6.599 -0.69 -1.33 2.42
F -2.146 -4.236 -0.970 -0.17 -0.88 -0.96
H -2.770 0.928 6.296 0.08 -0.04 0.05
C 5.446 -5.974 1.279 0.18 -0.79 -0.79
O -1.353 -0.314 -6.873 -0.37 -0.21 1.90
H -6.858 -0.396 0.912 -0.28 0.21 -0.09
F 0.157 1.824 2.651 -0.73 1.27 -0.38
H 2.173 -1.667 1.869 -0.78 -0.86 0.28
F 5.146 -2.508 8.740 0.11 0.07 0.51
O -1.595 0.768 0.524 1.95 -0.85 0.46
C -6.455 2.446 1.336 0.95 0.58 1.04
H -6.218 2.614 0.285 0.21 -0.11 0.12
H 8.699 1.758 4.037 0.50 -0.62 0.38
H -4.424 0.304 4.324 -0.93 -0.46 0.47
S -5.514 -1.608 7.875 0.00 -0.92 2.16
C -3.974 4.172 2.167 -0.99 0.44 0.29
C 2.069 -0.499 -3.619 0.06 0.90 -0.93
H -10.806 1.326 -0.632 0.19 0.39 0.20
H -2.341 5.212 -4.056 0.05 0.04 0.25
O -4.476 -0.642 8.281 -2.60 -1.03 -0.79
O 0.083 2.625 -3.448 0.32 1.21 -0.36
H 1.725 7.351 -1.688 0.05 0.11 0.19
C 0.581 0.683 2.216 -0.26 -1.63 -0.08
H 9.294 3.752 -0.173 0.28 0.18 0.46
H 0.883 -8.516 -5.873 -0.07 0.84 -0.54
C -5.317 0.735 -3.701 0.29 -0.66 1.10
H 5.577 1.301 2.359 0.24 -0.12 -0.07
H 4.254 2.160 1.572 0.02 0.00 -1.07
H -10.423 -0.049 0.380 0.55 -0.05 -0.07
O -8.837 0.632 -0.841 -0.43 0.14 -0.45
C -0.985 4.107 0.012 -0.88 -0.43 0.49
H -4.365 -0.430 -2.082 0.15 0.20 0.04
H 2.504 -5.916 -5.601 0.02 -0.05 -0.20
H 10.780 0.554 0.632 -0.33 -0.03 0.37
C -7.713 2.185 -5.174 0.09 -0.33 0.74
C -0.806 2.611 -4.552 -0.15 -0.90 -0.67
C -4.348 0.586 -2.474 -0.93 0.11 -1.04
H 0.229 -5.943 1.941 0.10 0.30 -0.41
H -4.566 1.309 -1.688 -0.09 -0.07 0.04
```
Forces are in eV/Å.

Atom charges from the Löwdin analysis, given in e for atoms 1 to 99: 0.122, -0.320, 0.064, 0.114, 0.079, 0.074, 0.093, 0.092, 0.100, 0.154, 0.064, 0.131, 0.061, -0.230, 0.115, 0.077, 0.114, -0.309, 0.084, 0.122, 0.097, -0.620, -0.039, -0.114, 0.078, -0.085, 0.091, -0.210, 0.066, 0.116, 0.124, 0.059, 0.076, 0.112, -0.039, -0.217, -0.210, -0.051, -0.044, -0.184, 0.155, 0.031, -0.150, 0.107, 0.134, -0.209, -0.077, -0.084, -0.071, 0.116, 0.042, 0.127, -0.222, 0.090, 0.130, -0.275, 0.084, -0.651, 0.092, -0.279, -0.068, 0.049, 0.095, 0.101, -0.588, 0.142, 0.104, 0.091, 0.095, -0.320, 0.108, 0.114, -0.530, -0.050, 0.555, 0.130, -0.189, -0.645, 0.068, 0.094, -0.155, 0.056, -0.188, 0.061, -0.137, -0.043, 0.096, 0.117, 0.124, 0.102, -0.142, 0.132, 0.113, 0.113, 0.104, 0.124, -0.340, -0.034, 0.112

***

No. 2
Density functional theory data (ωB97M-V/def2-TZVPD) for a single C2H3N3O3 molecule in a non-equilibrium geometry.

* energy relative to the best compared isomer or geometry (same formula, charge and spin): 20.2 kcal per mole
* HOMO level: -10.223 eV
* spin multiplicity: 1
* SMILES: [H]/N=c1\oc(=O)on1N
* net charge: 0

Structure (XYZ):
```
11
Properties=species:S:1:pos:R:3:forces:R:3
N 1.166 -1.438 -0.089 -0.29 1.04 -1.52
H 1.709 0.707 -0.673 1.21 -0.68 0.37
N -0.232 0.357 -0.741 1.02 1.49 -0.84
H 1.317 -2.216 0.513 -0.36 -0.48 0.62
H 0.956 1.318 -2.040 0.04 -0.25 0.71
O -2.354 0.452 1.912 -0.63 0.23 0.76
O -0.854 -0.922 0.984 0.44 -0.26 -0.70
C 0.101 -0.786 -0.022 0.28 -0.20 2.05
C -1.540 0.227 1.106 0.01 1.51 -1.63
N 0.912 1.163 -1.026 -2.43 0.28 -0.90
O -1.182 1.138 0.075 0.71 -2.67 1.08
```
Forces are in eV/Å.

Electronic structure analysis, Löwdin charges in units of e: 0.197, 0.054, -0.064, 0.068, 0.107, 0.204, 0.170, -0.416, -0.519, 0.106, 0.093

***

> Number 1 is which compound?

C63H141F18N10O22S6

***

> The highest HOMO level belongs to which entry?

C2H3N3O3

***

What did the second record say?
Density functional theory data (ωB97M-V/def2-TZVPD) for a single C2H3N3O3 molecule in a non-equilibrium geometry.

* energy relative to the best compared isomer or geometry (same formula, charge and spin): 20.2 kcal per mole
* HOMO level: -10.223 eV
* spin multiplicity: 1
* SMILES: [H]/N=c1\oc(=O)on1N
* net charge: 0

Structure (XYZ):
```
11
Properties=species:S:1:pos:R:3:forces:R:3
N 1.166 -1.438 -0.089 -0.29 1.04 -1.52
H 1.709 0.707 -0.673 1.21 -0.68 0.37
N -0.232 0.357 -0.741 1.02 1.49 -0.84
H 1.317 -2.216 0.513 -0.36 -0.48 0.62
H 0.956 1.318 -2.040 0.04 -0.25 0.71
O -2.354 0.452 1.912 -0.63 0.23 0.76
O -0.854 -0.922 0.984 0.44 -0.26 -0.70
C 0.101 -0.786 -0.022 0.28 -0.20 2.05
C -1.540 0.227 1.106 0.01 1.51 -1.63
N 0.912 1.163 -1.026 -2.43 0.28 -0.90
O -1.182 1.138 0.075 0.71 -2.67 1.08
```
Forces are in eV/Å.

Electronic structure analysis, Löwdin charges in units of e: 0.197, 0.054, -0.064, 0.068, 0.107, 0.204, 0.170, -0.416, -0.519, 0.106, 0.093

***

> Look up the spin multiplicity of the first one.

1